[1]
Density functional theory data (ωB97M-V/def2-TZVPD) for the molecule C5H7NOS in a non-equilibrium geometry.

Atoms and positions in Å:
1 C 0.354 1.597 -1.033
2 C 0.199 1.555 0.301
3 C -0.113 0.272 1.095
4 C -0.274 -0.864 0.094
5 C -1.644 -1.209 -0.346
6 S -2.870 -0.320 0.014
7 N 0.656 -1.629 -0.413
8 O 1.849 -1.305 0.176
9 H 0.255 0.555 -1.474
10 H 0.781 2.521 -1.536
11 H 0.319 2.399 0.916
12 H 0.850 0.053 1.572
13 H -1.001 0.408 1.714
14 H -1.873 -2.204 -0.881
15 H 2.513 -1.830 -0.197

ΔE to the lowest compared entry with this formula, charge and spin (kcal per mole): 91.2
Total energy (eV): -19667.6485
Frontier orbital gap (eV): 8.17



[2]
Density functional theory data (ωB97M-V/def2-TZVPD) for the molecule C3H5NO3.

Atoms and positions in Å:
1 N -0.494 -1.488 0.447
2 C -0.723 -0.166 0.819
3 O -1.630 0.187 1.538
4 C 0.367 0.850 0.529
5 O 1.306 0.552 -0.500
6 C 0.787 0.400 -1.718
7 O -0.389 0.416 -1.986
8 H -0.625 -1.678 -0.535
9 H -1.069 -2.108 0.995
10 H -0.096 1.823 0.357
11 H 0.969 0.890 1.440
12 H 1.594 0.254 -2.450

ΔE to the lowest compared entry with this formula, charge and spin (kcal per mole): 22.4
Total energy (eV): -10824.7150
Frontier orbital gap (eV): 11.01



[3]
Density functional theory data (ωB97M-V/def2-TZVPD) for the molecule C6H7N in a non-equilibrium geometry.

Atoms and positions in Å:
1 N -0.719 3.263 -0.079
2 C -0.473 2.129 -0.102
3 C -0.167 0.774 0.268
4 C 1.232 0.173 -0.104
5 C 0.971 -1.319 -0.135
6 C -0.326 -1.608 -0.107
7 C -1.193 -0.366 -0.052
8 H -0.262 1.291 1.313
9 H 1.646 0.509 -1.072
10 H 1.955 0.465 0.656
11 H 1.777 -2.050 -0.193
12 H -0.749 -2.611 -0.137
13 H -1.751 -0.247 -0.998
14 H -1.940 -0.402 0.741

ΔE to the lowest compared entry with this formula, charge and spin (kcal per mole): 40.4
Total energy (eV): -7823.8939
Frontier orbital gap (eV): 10.63



[4]
Density functional theory data (ωB97M-V/def2-TZVPD) for a structure of composition C11H18ClF9N9O8RhS.

Atoms and positions in Å:
1 Rh -0.428 0.598 -0.293
2 C 4.883 0.261 -1.972
3 N 3.685 -0.288 -1.363
4 C 3.732 -1.690 -0.982
5 C 2.607 0.448 -1.017
6 N 1.711 0.080 -0.173
7 N 2.515 1.676 -1.674
8 C 1.609 2.687 -1.415
9 N 1.872 3.813 -2.144
10 N 0.628 2.553 -0.605
11 H 4.947 0.002 -3.032
12 H 5.759 -0.148 -1.466
13 H 4.919 1.341 -1.860
14 H 4.397 -2.208 -1.670
15 H 2.742 -2.131 -1.064
16 H 4.103 -1.822 0.039
17 H 1.872 -0.809 0.296
18 H 2.884 1.686 -2.612
19 H 2.831 4.046 -2.341
20 H 1.242 4.590 -2.041
21 H 0.097 3.400 -0.444
22 O -0.068 0.516 -2.505
23 Cl 0.136 -0.713 -3.342
24 O 0.430 -0.251 -4.658
25 O 1.261 -1.423 -2.788
26 O -1.045 -1.504 -3.294
27 N -0.899 -1.901 5.793
28 C -0.459 -1.514 4.577
29 N 0.513 -2.228 3.997
30 N -0.990 -0.407 4.095
31 C -0.612 0.060 2.944
32 N -0.355 0.589 1.944
33 H -0.726 -2.831 6.127
34 H -1.692 -1.405 6.159
35 H 0.720 -3.137 4.375
36 H 0.655 -2.160 2.990
37 C -0.166 -3.938 -0.691
38 S -0.324 -2.701 0.554
39 O 1.020 -2.466 1.106
40 O -1.276 -3.151 1.538
41 O -0.797 -1.517 -0.211
42 H 0.221 -4.842 -0.227
43 H 0.502 -3.558 -1.462
44 H -1.155 -4.108 -1.109
45 F -3.966 1.672 -2.297
46 C -4.199 2.381 -1.200
47 F -5.518 2.403 -0.984
48 F -3.800 3.640 -1.435
49 C -3.414 1.789 0.011
50 O -2.153 1.514 -0.403
51 C -3.358 2.839 1.164
52 F -4.523 3.469 1.338
53 F -3.026 2.259 2.320
54 F -2.427 3.764 0.900
55 C -4.121 0.491 0.513
56 F -5.215 0.776 1.232
57 F -4.487 -0.270 -0.518
58 F -3.298 -0.221 1.277

ΔE to the lowest compared entry with this formula, charge and spin (kcal per mole): 3.6
Total energy (eV): -92306.9849
Frontier orbital gap (spin up / spin down) (eV): 9.05 / 7.39
<S²>: 6.009
Spin multiplicity: 5



[5]
Density functional theory data (ωB97M-V/def2-TZVPD) for a cluster of 7 separate species, C23H29N7O6 in total in a non-equilibrium geometry.

Atoms and positions in Å:
1 C 14.740 16.133 14.151
2 N 14.873 15.920 15.637
3 O 14.278 16.661 16.386
4 O 15.518 14.923 15.990
5 H 14.097 16.984 14.005
6 H 14.181 15.317 13.815
7 H 15.744 16.132 13.691
8 C 17.717 11.470 12.606
9 N 18.930 11.933 13.334
10 O 19.310 11.330 14.294
11 O 19.377 13.017 13.014
12 H 16.871 11.881 13.203
13 H 17.751 10.392 12.533
14 H 17.614 11.950 11.653
15 C 9.714 5.937 13.354
16 N 10.144 7.157 14.012
17 O 11.206 7.713 13.761
18 O 9.332 7.522 14.810
19 H 8.689 6.083 12.958
20 H 9.560 5.168 14.125
21 H 10.372 5.502 12.572
22 C 11.725 13.667 18.355
23 C 11.339 12.324 18.485
24 C 12.346 11.418 18.681
25 N 13.628 11.737 18.640
26 C 13.981 12.994 18.468
27 C 13.057 14.015 18.359
28 H 10.990 14.353 17.934
29 H 10.297 12.036 18.448
30 H 12.092 10.395 18.827
31 H 15.079 13.195 18.361
32 H 13.398 15.053 18.164
33 C 9.554 9.380 10.174
34 C 9.484 10.514 11.029
35 C 8.473 10.580 11.961
36 N 7.478 9.697 11.958
37 C 7.367 8.815 11.054
38 C 8.410 8.534 10.183
39 H 10.376 9.316 9.488
40 H 10.246 11.302 10.962
41 H 8.538 11.397 12.681
42 H 6.476 8.163 10.970
43 H 8.463 7.581 9.593
44 C 14.002 8.576 11.207
45 C 14.533 8.824 9.968
46 C 15.010 10.092 9.683
47 N 15.017 11.163 10.505
48 C 14.486 10.893 11.726
49 C 14.046 9.659 12.117
50 H 13.526 7.669 11.492
51 H 14.501 8.083 9.184
52 H 15.386 10.215 8.666
53 H 14.332 11.751 12.369
54 H 13.644 9.496 13.104
55 C 12.658 10.901 15.265
56 C 13.899 11.492 15.345
57 C 14.099 12.634 14.575
58 N 13.134 13.172 13.877
59 C 11.910 12.609 13.870
60 C 11.658 11.406 14.499
61 H 12.421 9.999 15.863
62 H 14.668 11.068 15.998
63 H 15.073 13.131 14.557
64 H 11.148 13.003 13.186
65 H 10.753 10.892 14.303

ΔE to the lowest compared entry with this formula, charge and spin (kcal per mole): 0.3
Total energy (eV): -47026.6379
Frontier orbital gap (eV): 9.28



[6]
Density functional theory data (ωB97M-V/def2-TZVPD) for a structure of composition C25H37IrN2S in a non-equilibrium geometry.

Atoms and positions in Å:
1 C -1.650 0.696 -1.842
2 C -0.662 -0.201 -2.338
3 C 0.555 0.486 -2.483
4 C 0.358 1.861 -2.054
5 C -1.073 2.027 -1.783
6 Ir -0.168 1.463 0.001
7 C 2.688 1.447 1.721
8 C 1.204 1.292 1.673
9 H 0.701 0.539 2.332
10 C 0.592 2.590 1.380
11 H 1.370 3.263 1.063
12 H -0.067 2.944 2.159
13 C 3.351 0.320 2.514
14 H 2.692 -0.487 2.920
15 H 4.202 -0.204 2.016
16 H 3.768 0.861 3.391
17 C 3.254 1.528 0.281
18 H 2.511 1.422 -0.580
19 H 3.674 2.565 0.184
20 H 4.082 0.813 0.007
21 C -0.934 -1.606 -2.724
22 H -1.543 -2.111 -1.963
23 H -1.472 -1.666 -3.684
24 H -0.011 -2.179 -2.821
25 C 1.792 -0.058 -3.086
26 H 1.983 -1.077 -2.728
27 H 1.716 -0.105 -4.185
28 H 2.669 0.553 -2.840
29 C 1.257 3.022 -2.319
30 H 2.259 2.683 -2.592
31 H 0.864 3.645 -3.132
32 H 1.325 3.642 -1.419
33 C -1.794 3.335 -1.833
34 H -1.288 4.057 -1.184
35 H -1.798 3.740 -2.857
36 H -2.830 3.219 -1.499
37 C -3.102 0.406 -1.738
38 H -3.588 1.036 -0.980
39 H -3.607 0.591 -2.701
40 H -3.272 -0.648 -1.481
41 C 0.805 -2.719 -0.391
42 C 2.017 -1.864 -0.066
43 C 0.992 -3.874 -0.996
44 C 3.252 -2.233 -0.546
45 H 2.365 -0.993 0.417
46 C 2.387 -4.175 -1.516
47 H 0.154 -4.599 -1.152
48 C 3.464 -3.357 -1.303
49 H 4.132 -1.571 -0.283
50 H 2.488 -5.142 -2.113
51 H 4.451 -3.562 -1.710
52 S -2.136 1.651 1.193
53 C -2.462 0.257 2.183
54 N -2.268 0.348 3.507
55 C -2.981 -0.489 4.479
56 C -3.272 -1.845 3.871
57 C -3.867 -1.732 2.483
58 N -3.044 -0.833 1.671
59 H -1.896 1.241 3.820
60 H -3.915 0.015 4.772
61 H -2.343 -0.575 5.362
62 H -3.974 -2.381 4.516
63 H -2.349 -2.431 3.827
64 H -4.895 -1.344 2.533
65 H -3.886 -2.699 1.976
66 H -3.225 -0.797 0.669

ΔE to the lowest compared entry with this formula, charge and spin (kcal per mole): 18.3
Total charge: +1
Total energy (eV): -43164.5034
Frontier orbital gap (spin up / spin down) (eV): 6.26 / 5.88
<S²>: 8.784
Spin multiplicity: 6



[7]
Density functional theory data (ωB97M-V/def2-TZVPD) for the molecule C4H6N2O in a non-equilibrium geometry.

Atoms and positions in Å:
1 N 1.549 -1.380 0.738
2 C 0.504 -0.569 0.283
3 C -0.826 -0.579 0.502
4 C -1.430 0.614 -0.228
5 C -0.225 1.302 -0.800
6 O -0.250 2.461 -1.159
7 N 0.886 0.522 -0.533
8 H 2.081 -1.825 -0.005
9 H 1.256 -2.070 1.417
10 H -1.355 -1.421 0.944
11 H -2.234 0.354 -0.923
12 H -1.730 1.609 0.171
13 H 1.776 0.983 -0.408

ΔE to the lowest compared entry with this formula, charge and spin (kcal per mole): 21.7
Total energy (eV): -9272.5610
Frontier orbital gap (eV): 9.18



[8]
Density functional theory data (ωB97M-V/def2-TZVPD) for a structure of composition C9H11BrNO2 in a non-equilibrium geometry.

Atoms and positions in Å:
1 C 3.718 0.062 -1.127
2 C 2.866 -0.967 -1.560
3 C 3.125 1.209 -0.665
4 C 1.503 -0.844 -1.555
5 C 1.762 1.341 -0.788
6 C -1.118 0.361 0.604
7 C -2.657 -1.089 2.592
8 C -3.298 -0.318 1.359
9 C -0.503 0.533 -1.256
10 N 1.002 0.365 -1.186
11 O -0.286 0.489 1.410
12 O -2.318 0.193 0.402
13 Br -0.913 2.411 -1.880
14 H 4.742 0.032 -1.189
15 H 3.246 -1.917 -1.887
16 H 3.787 1.993 -0.155
17 H 0.624 -1.518 -1.817
18 H 1.206 2.251 -0.428
19 H -2.567 -0.506 3.520
20 H -3.366 -1.819 2.810
21 H -1.713 -1.536 2.295
22 H -3.883 0.494 1.769
23 H -4.043 -0.917 0.660
24 H -0.917 -0.304 -1.930

Total charge: +1
Total energy (eV): -85129.9075
Frontier orbital gap (eV): 8.97



[9]
Density functional theory data (ωB97M-V/def2-TZVPD) for a cluster of 2 separate species, C5H13N2O3 in total in a non-equilibrium geometry.

Atoms and positions in Å:
1 C -2.422 -0.174 -0.432
2 C -0.860 0.079 1.409
3 C -0.664 1.549 -0.552
4 C -0.078 -0.929 -0.620
5 C 2.562 -0.715 -0.579
6 N 2.375 0.397 0.292
7 N -1.010 0.022 -0.049
8 O 2.289 1.547 -0.202
9 O 2.139 0.074 1.444
10 O 2.632 -1.917 -0.086
11 H -2.529 -0.147 -1.517
12 H -2.829 -1.163 -0.140
13 H -2.938 0.562 0.073
14 H -1.224 0.892 1.844
15 H -1.165 -0.838 1.771
16 H 0.178 0.241 1.516
17 H 0.371 1.726 -0.252
18 H -0.802 1.688 -1.673
19 H -1.169 2.253 0.100
20 H 0.074 -1.898 -0.029
21 H -0.074 -0.963 -1.726
22 H 2.716 -0.536 -1.547
23 H 2.428 -1.750 0.954

ΔE to the lowest compared entry with this formula, charge and spin (kcal per mole): 210.7
Total charge: +1
Total energy (eV): -14504.1923
Frontier orbital gap (spin up / spin down) (eV): 8.88 / 7.56



[10]
Density functional theory data (ωB97M-V/def2-TZVPD) for a structure of composition C5H7NO in a non-equilibrium geometry.

Atoms and positions in Å:
1 C 0.390 1.354 -0.309
2 C -0.941 0.632 -0.417
3 C 0.306 0.444 1.033
4 C 0.274 -0.849 0.809
5 C -0.500 -0.850 -0.554
6 H 0.571 2.506 -0.226
7 H 0.905 1.011 -1.455
8 H -1.767 0.820 -1.221
9 H 0.632 0.995 1.813
10 H 0.490 -1.655 1.587
11 H 1.157 -2.361 -0.502
12 H -1.283 -1.497 -0.913
13 N 0.921 -1.230 -0.596
14 O -1.154 0.680 0.952

ΔE to the lowest compared entry with this formula, charge and spin (kcal per mole): 159.2
Total energy (eV): -8829.3002
Frontier orbital gap (eV): 9.87



[11]
Density functional theory data (ωB97M-V/def2-TZVPD) for a structure of composition C23H34NOZr in a non-equilibrium geometry.

Atoms and positions in Å:
1 C 1.160 -2.563 1.008
2 C 2.147 -1.942 0.169
3 C 1.635 -1.912 -1.171
4 C 0.304 -2.417 -1.152
5 C 0.014 -2.847 0.187
6 Zr 0.181 -0.457 0.344
7 C -2.360 1.919 -0.267
8 C -1.956 0.903 0.810
9 H -1.839 1.487 1.736
10 C -2.064 -0.486 0.815
11 H -2.492 -1.169 0.038
12 H -1.962 -0.962 1.801
13 C -3.147 3.135 0.314
14 H -2.596 3.745 1.022
15 H -3.511 3.839 -0.477
16 H -4.075 2.851 0.833
17 C -3.333 1.319 -1.317
18 H -2.822 0.455 -1.741
19 H -4.283 0.990 -0.900
20 H -3.427 2.063 -2.135
21 C 3.528 -1.554 0.578
22 H 3.543 -1.047 1.562
23 H 4.177 -2.453 0.635
24 H 3.991 -0.860 -0.153
25 C 2.425 -1.509 -2.351
26 H 2.507 -0.419 -2.419
27 H 3.436 -1.921 -2.289
28 H 1.960 -1.872 -3.273
29 C -0.616 -2.506 -2.310
30 H -0.776 -1.529 -2.790
31 H -0.200 -3.171 -3.076
32 H -1.599 -2.894 -2.029
33 C -1.181 -3.576 0.657
34 H -2.081 -3.266 0.128
35 H -1.064 -4.653 0.482
36 H -1.372 -3.431 1.726
37 C 1.378 -2.935 2.429
38 H 0.480 -3.383 2.868
39 H 2.200 -3.662 2.522
40 H 1.632 -2.076 3.069
41 C -0.190 1.204 -1.305
42 C -1.287 2.191 -1.131
43 C 0.499 1.219 -2.612
44 C -0.888 3.414 -1.653
45 H 0.631 1.629 -0.694
46 C 0.524 2.410 -3.285
47 H 0.862 0.300 -3.078
48 C -0.020 3.551 -2.709
49 H -1.368 4.320 -1.268
50 H 0.928 2.376 -4.309
51 H -0.065 4.421 -3.296
52 C 0.374 1.766 3.649
53 C 1.433 1.184 2.792
54 N 2.697 1.430 3.157
55 O 1.217 0.529 1.727
56 H 0.798 2.035 4.627
57 H -0.429 1.031 3.796
58 H -0.045 2.668 3.166
59 H 3.479 1.080 2.604
60 H 2.904 2.008 3.937

Total charge: +1
Total energy (eV): -29212.2549
Frontier orbital gap (spin up / spin down) (eV): 4.74 / 4.74



[12]
Density functional theory data (ωB97M-V/def2-TZVPD) for a cluster of 2 separate species, C15H32NO7PS in total in a non-equilibrium geometry.

Atoms and positions in Å:
1 N 0.645 0.163 1.302
2 C 0.504 0.273 -0.200
3 C 0.688 -1.128 -0.969
4 C -0.347 -1.400 -2.161
5 C -1.884 -1.124 -1.826
6 S -2.432 -1.484 -0.109
7 O -1.617 -2.501 0.639
8 O -2.614 -0.192 0.673
9 O -0.109 -2.696 -2.828
10 C -0.633 -3.772 -2.058
11 O -1.811 -4.212 -2.161
12 C 0.302 -4.571 -1.001
13 C -0.176 -6.126 -1.035
14 C -0.042 -6.784 -2.498
15 C 1.295 -6.372 -3.270
16 O 2.383 -6.978 -3.108
17 O 1.227 -5.285 -4.202
18 P 0.104 -0.119 -3.527
19 O -0.166 1.335 -3.101
20 H 1.660 0.124 1.478
21 H 0.210 -0.714 1.639
22 H 1.323 0.988 -0.573
23 H -0.499 0.773 -0.397
24 H 1.740 -1.107 -1.452
25 H 0.740 -1.988 -0.202
26 H -2.526 -1.713 -2.579
27 H -2.095 -0.011 -2.059
28 H -3.734 -2.020 -0.214
29 H 1.408 -4.516 -1.270
30 H 0.147 -4.227 0.073
31 H 0.488 -6.733 -0.330
32 H -1.263 -6.253 -0.704
33 H 0.014 -7.929 -2.363
34 H -0.954 -6.600 -3.163
35 H 1.602 -4.478 -3.783
36 H -0.835 -0.411 -4.598
37 H 1.408 -0.351 -4.069
38 C -1.188 6.769 3.631
39 C 0.220 6.226 3.830
40 C 0.951 5.943 2.517
41 C 0.308 4.871 1.630
42 C 0.125 3.502 2.288
43 C 1.441 2.850 2.688
44 H -1.829 6.051 3.113
45 H -1.650 6.985 4.598
46 H -1.170 7.696 3.052
47 H 0.183 5.325 4.451
48 H 0.800 6.964 4.396
49 H 1.983 5.656 2.744
50 H 1.018 6.873 1.940
51 H 0.922 4.755 0.730
52 H -0.669 5.225 1.282
53 H -0.387 2.843 1.579
54 H -0.528 3.580 3.162
55 H 2.092 2.719 1.819
56 H 1.254 1.864 3.121
57 H 1.975 3.443 3.435

ΔE to the lowest compared entry with this formula, charge and spin (kcal per mole): 87.0
Total energy (eV): -52016.8442
Frontier orbital gap (eV): 9.55